Record 1
{
  "formula": "C7H8NOS",
  "method": "ωB97M-V with the def2-TZVPD basis set",
  "species": ["C", "C", "C", "C", "C", "C", "C", "N", "O", "S", "H", "H", "H", "H", "H", "H", "H", "H"],
  "xyz": [[1.63040, 0.15193, 1.38137], [2.36765, 1.32966, 1.40262], [0.64602, 0.17858, 0.36673], [0.75036, 1.22124, -0.61327], [-0.39182, -0.76165, 0.34440], [0.10882, 1.20835, -1.76305], [-1.57922, -0.40040, -0.27313], [-2.36678, -1.41871, -0.76670], [-0.03920, -1.98252, 0.81263], [2.08316, 2.34698, -0.01225], [1.87190, -0.50993, 2.22621], [3.13192, 1.80278, 1.97387], [0.12077, 2.10211, -2.33770], [-0.21668, 0.29061, -2.05649], [-1.91159, 0.65296, -0.25857], [-0.84443, -2.43134, 0.98712], [-2.02773, -2.35817, -0.93949], [-3.33355, -1.42248, -0.47430]],
  "de_lowest_kcal_mol": 43.3,
  "homo_ev": [-12.3, -12.3],
  "charge": 1,
  "lumo_energy_ev": [-5.70, -5.70],
  "orbital_gap_ev": [6.62, 6.62],
  "multiplicity": 1,
  "max_force_ev_per_a": 4.0
}

=====

Record 2
{
  "formula": "C7H8O",
  "method": "ωB97M-V with the def2-TZVPD basis set",
  "species": ["C", "C", "C", "C", "C", "C", "C", "O", "H", "H", "H", "H", "H", "H", "H", "H"],
  "xyz": [[-1.87819, 1.85392, 0.63102], [-0.60250, 2.16374, 0.45385], [0.55715, 1.31096, 0.52505], [0.61159, -0.00437, 0.15571], [-0.42036, -0.78201, -0.58273], [0.10066, -1.99972, -0.81708], [1.49484, -2.05316, -0.31667], [1.70130, -0.76569, 0.31268], [-2.19603, 0.89175, 1.02636], [-2.66966, 2.60383, 0.44753], [-0.38065, 3.20913, 0.26729], [1.55016, 1.76376, 0.56054], [-1.38084, -0.35492, -0.90619], [-0.44365, -2.86797, -1.15961], [1.64199, -2.80551, 0.46879], [2.31419, -2.16372, -1.06655]],
  "de_lowest_kcal_mol": 52.7,
  "homo_ev": -7.5,
  "charge": 0,
  "lumo_energy_ev": 0.66,
  "orbital_gap_ev": 8.19,
  "multiplicity": 1,
  "max_force_ev_per_a": 2.2
}

=====

Record 3
{
  "formula": "C7H8O",
  "method": "ωB97M-V with the def2-TZVPD basis set",
  "species": ["C", "C", "C", "C", "C", "C", "C", "O", "H", "H", "H", "H", "H", "H", "H", "H"],
  "xyz": [[-3.17471, -0.92634, 0.08407], [-2.01767, -0.40571, -0.16871], [-0.82665, 0.07898, -0.39975], [-0.35431, 1.37481, 0.03906], [0.95264, 1.67808, 0.08451], [1.96965, 0.68172, -0.13598], [1.78161, -0.59740, 0.20350], [2.71713, -1.54937, -0.09077], [-3.33949, -1.60372, 0.90916], [-4.03283, -0.71924, -0.53796], [-0.16281, -0.47886, -1.05076], [-1.10493, 2.11657, 0.27425], [1.27252, 2.69162, 0.27867], [2.89573, 0.96772, -0.61263], [0.94122, -0.92244, 0.80122], [2.48290, -2.38642, 0.32215]],
  "de_lowest_kcal_mol": 72.9,
  "homo_ev": -7.8,
  "charge": 0,
  "lumo_energy_ev": 0.70,
  "orbital_gap_ev": 8.52,
  "multiplicity": 1,
  "max_force_ev_per_a": 1.0
}

=====

Record 4
{
  "formula": "C7H8O",
  "method": "ωB97M-V with the def2-TZVPD basis set",
  "species": ["O", "C", "C", "C", "C", "C", "C", "C", "H", "H", "H", "H", "H", "H", "H", "H"],
  "xyz": [[0.14177, -3.12607, -1.37588], [-0.51435, -2.47241, -0.55582], [-0.30572, -1.06731, -0.34107], [-1.04739, -0.29324, 0.48384], [-0.84430, 1.21614, 0.67032], [0.63285, 1.65147, 0.51848], [1.38892, 0.74040, -0.46701], [0.93095, -0.48906, -0.90891], [-1.37742, -2.98557, -0.10025], [-1.89632, -0.77175, 1.01170], [-1.47124, 1.74127, 0.00549], [-1.21621, 1.39569, 1.72503], [0.54189, 2.79140, 0.24206], [1.11530, 1.62327, 1.54518], [2.37258, 1.04453, -0.86644], [1.54867, -0.99876, -1.58674]],
  "de_lowest_kcal_mol": 41.0,
  "homo_ev": -8.7,
  "charge": 0,
  "lumo_energy_ev": 0.03,
  "orbital_gap_ev": 8.76,
  "multiplicity": 1,
  "max_force_ev_per_a": 4.0
}

=====

Record 5
{
  "formula": "C7H8O3",
  "method": "ωB97M-V with the def2-TZVPD basis set",
  "species": ["C", "C", "C", "C", "C", "C", "C", "O", "O", "O", "H", "H", "H", "H", "H", "H", "H", "H"],
  "xyz": [[1.89138, -2.04676, 0.78938], [1.48751, -0.99971, 0.39726], [-0.94406, 0.84813, 0.92581], [0.34677, 1.16414, 0.74224], [-0.18997, 0.12529, -1.51822], [-1.56381, -0.36459, 0.33519], [1.15759, 0.33088, -0.11447], [-1.14537, -0.64995, -1.02649], [-2.91978, -0.15857, 0.30878], [2.35906, 1.09143, -0.33098], [2.04990, -2.94069, 1.44552], [-1.72278, 1.42025, 1.34048], [0.85283, 1.89978, 1.26042], [-0.47104, 1.17055, -1.62117], [0.31287, -0.20713, -2.46324], [-1.25285, -1.24697, 1.02886], [-3.15719, 0.02105, -0.62765], [2.90893, 0.54287, -0.87170]],
  "de_lowest_kcal_mol": 120.7,
  "homo_ev": -9.0,
  "charge": 0,
  "lumo_energy_ev": 0.85,
  "orbital_gap_ev": 9.84,
  "multiplicity": 1,
  "max_force_ev_per_a": 4.6
}

=====

Record 6
{
  "formula": "C7H8O3S",
  "method": "ωB97M-V with the def2-TZVPD basis set",
  "species": ["O", "S", "O", "O", "C", "C", "C", "C", "C", "C", "C", "H", "H", "H", "H", "H", "H", "H", "H"],
  "xyz": [[3.27071, 0.08446, 2.19467], [2.45936, -0.14763, 1.03510], [2.96142, 0.01897, -0.36039], [2.02005, -1.70107, 1.02735], [0.89332, 0.65507, 1.28688], [-0.19280, 0.23878, 0.29085], [-1.20293, -0.70857, 0.52570], [-2.19756, -0.86533, -0.51072], [-2.15004, -0.03952, -1.61475], [-1.21839, 0.92208, -1.81653], [-0.29850, 1.13648, -0.80778], [1.86051, -2.01651, 0.14538], [0.99006, 1.80580, 1.23607], [0.58556, 0.36472, 2.28904], [-1.17866, -1.34183, 1.41310], [-3.05813, -1.53629, -0.32890], [-2.84208, -0.18671, -2.42769], [-1.22295, 1.47479, -2.70380], [0.52104, 1.84231, -0.87359]],
  "de_lowest_kcal_mol": 12.4,
  "homo_ev": -9.7,
  "charge": 0,
  "lumo_energy_ev": 0.61,
  "orbital_gap_ev": 10.35,
  "multiplicity": 1,
  "max_force_ev_per_a": 3.6
}